(1)
58
Properties=species:S:1:pos:R:3:lowdin_charge:R:1 method="wB97M-V/def2-TZVPD" molar_mass_da=587.587 s2=0.751 multiplicity=2 de_lowest_ev=0.000 total_charge=0
H -2.98011 -0.11773 -0.75510 0.1016
H 2.15575 3.62790 -2.92518 0.0992
H -0.10243 2.79301 -4.01761 0.0973
H -1.67165 -2.03391 -6.24401 0.1050
H -2.99827 -3.89250 -5.20396 0.1032
C 0.03543 -2.33918 -4.96587 -0.0389
H 3.23342 2.41625 -2.17341 0.0825
C -1.99368 -3.66330 -4.84294 -0.0886
O 1.28285 -1.38719 3.85328 -0.2874
H -2.49701 -0.72333 1.82901 0.1074
O 2.17951 -0.49593 1.69557 -0.4385
C -1.43516 -4.41504 -3.80063 -0.0777
H 3.01096 0.68635 4.34023 0.0733
C 0.59563 1.99814 -1.47580 -0.3044
C 1.28004 1.65143 -2.77929 -0.4937
C -2.00743 -1.17348 0.96881 -0.2043
C -0.70407 -2.53966 -0.34954 -0.2116
H 2.51267 1.83290 3.04500 0.0678
H 0.32493 -4.73225 -2.56813 0.1150
C 1.96226 -2.76995 -3.35925 -0.1374
H -1.46475 -1.71462 -2.29234 0.0885
C -1.06137 -2.24022 0.99560 -0.2225
H 0.62587 -1.54885 -5.43721 0.1127
C -2.25223 -0.83917 -0.39189 -0.1812
H 2.34482 -0.02093 -1.78063 0.1285
C 1.72633 0.15820 -2.68693 -0.0684
H -1.57365 1.84506 -1.99217 0.1102
Yb 0.36066 -0.11675 0.34504 1.7109
H 2.96436 2.37648 -3.92919 0.0721
H 1.90123 -2.53348 -2.28161 0.1137
N 2.63771 -1.68905 -4.07068 0.0537
C -1.25805 -2.62650 -5.42601 -0.0760
H -0.03559 -3.33721 -0.67340 0.0796
H 2.33956 2.47440 -0.14572 0.1089
O 3.15212 0.40330 -4.66505 0.0369
H -2.00084 -5.22375 -3.33388 0.1084
H 0.82387 -0.47859 -2.60846 0.0963
H 2.59558 -3.66591 -3.45067 0.1349
C 2.16323 1.10282 3.78680 -0.1248
C -0.80541 1.99274 -1.22576 -0.1207
S 1.37962 -0.26230 2.95381 0.4606
O 0.04076 0.26127 2.51048 -0.4460
H -0.69878 -2.75618 1.88349 0.1052
C 0.58425 -3.07743 -3.91038 -0.2270
H 3.27604 -1.95955 -4.81143 0.1523
H 1.45479 1.57152 4.48250 0.0814
C 2.55971 -0.33525 -3.87779 -0.4491
C 2.49067 2.58148 -2.96353 -0.0366
H -1.97734 2.38591 0.62953 0.1066
H -0.50012 1.05227 -3.91674 0.0818
H 0.87892 1.59154 -4.90309 0.0863
C -1.43900 -1.67126 -1.20561 -0.1859
C 1.25607 2.35076 -0.25900 -0.1644
C 0.26528 2.52889 0.73688 -0.2160
C -1.00661 2.29849 0.14312 -0.1737
H 0.44712 2.85191 1.76004 0.0979
C -0.14253 -4.13530 -3.35595 -0.0725
C 0.32132 1.78084 -3.97650 -0.0320

=====

(2)
55
Properties=species:S:1:pos:R:3:lowdin_charge:R:1 method="wB97M-V/def2-TZVPD" molar_mass_da=368.473 de_lowest_ev=0.182 total_charge=0
H -1.17746 -2.33305 -2.11225 0.1298
C -2.55314 -0.26291 1.09926 -0.0144
H 5.34209 1.92149 -2.39324 0.0718
C -1.52600 0.07511 -1.05039 -0.2708
O -1.91494 2.59128 3.22442 0.0829
C -2.02741 0.93929 1.56263 -0.1610
H -2.70125 1.07974 4.94167 0.1185
H 3.61805 1.24623 -4.82462 0.1107
H -2.63386 -1.63644 -2.87273 0.1353
H -0.07680 0.50720 3.76112 0.0986
C -0.90811 -1.72711 -4.17284 -0.2282
H 1.95938 0.46366 -3.23865 0.1239
C 3.74314 1.56364 -3.78795 -0.2235
C 0.95393 -1.30165 0.27631 -0.0088
H 5.72906 2.36473 -4.05864 0.0696
H 1.71718 -1.29953 -1.70766 0.1042
H -1.82270 -1.00495 5.30963 0.1101
C -1.77886 -0.75159 4.24961 -0.1654
H -2.72236 -1.63509 -0.51214 0.1120
H 0.35124 -1.00914 4.55256 0.1333
H 1.51108 1.07896 2.61561 0.1156
C -0.04142 -1.27338 2.50897 -0.3652
C -1.25172 -3.08153 -4.77731 -0.1051
H 3.29176 2.55004 -3.67345 0.1129
O 2.99506 1.10954 -1.57452 -0.0353
H 0.44657 -2.24825 0.16165 0.1220
H -2.16544 -1.61207 3.70027 0.0972
O -1.17937 -0.27477 -2.31107 -0.0431
H -3.68256 0.17874 3.78590 0.1191
C 2.99421 0.58424 -2.88955 -0.2129
C 2.30935 0.46104 -0.61044 -0.2607
H 2.77605 2.03059 0.75369 0.1214
H -1.26127 -0.92431 -4.82183 0.1158
C -1.54102 -1.55433 -2.79590 -0.2168
C 1.53218 0.55324 1.67435 -0.0188
C 1.67021 -0.76680 -0.77140 -0.0055
C -2.18322 1.44016 2.94159 -0.3798
C 2.25262 1.09476 0.63620 0.0078
C -1.04519 1.31291 -0.61058 0.0087
C -2.66272 0.48845 4.02379 -0.1110
H 0.17434 -1.62479 -4.07651 0.1028
H -0.90854 2.67553 1.02609 0.1253
C 0.84417 -0.65084 1.50650 -0.1568
O -0.55269 -2.35657 2.29690 0.0692
C 5.22323 1.63305 -3.43405 -0.1030
H -0.78796 -3.18676 -5.75441 0.0713
H -3.16686 -0.87728 1.73823 0.1198
H -0.89648 -3.88738 -4.13896 0.0740
C -0.31739 -0.55096 3.81801 -0.0978
H 3.49252 -0.39491 -2.90577 0.1317
C -1.29147 1.73037 0.67194 -0.0039
H -2.32777 -3.18637 -4.89463 0.0737
C -2.30830 -0.69286 -0.19045 -0.0002
H 5.69789 0.66532 -3.58213 0.0736
H -0.46486 1.91187 -1.29423 0.1255

=====

(3)
61
Properties=species:S:1:pos:R:3:lowdin_charge:R:1 method="wB97M-V/def2-TZVPD" molar_mass_da=594.672 de_lowest_ev=0.477 total_charge=+1
H -2.57223 2.81324 -2.19187 0.1071
H -1.03131 2.07219 -2.56648 0.0921
H -2.24645 0.20697 -3.78014 0.0719
H 5.18974 -0.07453 1.39800 0.1517
C -2.70515 1.18198 -3.59481 -0.0903
C 1.21985 1.43188 3.18066 -0.0879
H 0.63704 -2.19247 -5.26493 0.1160
C -1.38572 -4.99526 2.09387 -0.1030
Tc 0.62518 -1.31114 0.82036 1.0776
C 0.76082 -0.93772 -0.87645 -0.2145
H -1.51943 -6.88123 3.04768 0.1164
H -0.69159 4.29147 1.12410 0.1105
O 1.35054 1.70348 1.78782 -0.1809
C -0.52772 -4.02301 1.52191 -0.6391
C 2.67048 1.90908 1.36235 -0.0944
C -2.73348 5.00528 1.20621 -0.0959
H 2.44978 -5.66448 1.97650 0.1123
H 0.93288 -7.30471 2.98779 0.1162
H 0.20829 1.72525 3.45274 0.1361
C 1.73308 0.78484 -4.03673 -0.0560
H -2.45356 -4.81175 2.12245 0.1120
S -1.18606 -2.65774 0.72906 0.7899
C 0.87922 -1.42562 -4.53946 -0.0521
H -2.85921 4.92653 2.28881 0.0833
H 2.14910 1.72539 -4.37439 0.1144
H -1.56620 4.13292 -0.38312 0.0987
H -3.77942 1.02514 -3.46574 0.0835
S 1.88791 -3.17131 0.66950 0.8201
O 0.87268 -0.91075 2.71979 -0.2551
H 3.21416 2.61796 1.98657 0.1453
H 1.76964 1.32356 -1.95512 0.1096
H -1.76206 2.34963 2.11224 0.0991
H 1.92918 2.01731 3.76312 0.1428
H -3.70302 4.80097 0.74224 0.0810
C 0.98690 -0.65760 -2.26688 -0.2869
O 1.87785 -0.31788 4.62657 0.1362
H -2.46506 6.03643 0.97884 0.0793
C 0.66034 -1.65557 -3.19102 -0.0226
H -3.06673 2.36943 0.91263 0.1020
O -0.92229 0.21797 1.09070 -0.6608
H -3.20820 0.99951 -0.69783 0.1054
H 2.62216 2.31532 0.35129 0.1443
C -1.66723 4.03926 0.70357 -0.2861
H 1.57975 -0.03449 -6.01295 0.1153
C -2.01145 2.59715 1.07834 -0.3328
O 2.98589 -0.46387 0.97646 0.0028
S -1.04229 1.43658 0.15377 0.9828
C 1.41081 -0.21001 -4.95707 -0.0488
H -2.56494 1.79317 -4.48713 0.0802
C 0.53656 -6.38786 2.56866 -0.0529
C -2.20415 0.97835 -1.12736 -0.3328
C 1.52579 0.56324 -2.68722 -0.0403
H -1.93978 -0.06495 -1.32258 0.0849
C 1.38314 -5.47984 2.01001 -0.0993
C 0.87065 -4.26412 1.48649 -0.6371
C -0.85972 -6.14285 2.60850 -0.0499
C 1.37658 -0.01138 3.58592 -0.5559
O 4.75412 0.78799 1.50483 0.1676
H 0.24977 -2.59654 -2.83992 0.1236
C -2.08288 1.85336 -2.37358 -0.2873
C 3.45745 0.61580 1.26248 -0.4490